The following is a quantum chemistry calculation of a structure of composition C29H31N2O3S4Ti at a distorted geometry, from OMol25.

Results
**Orbital gap (alpha / beta)**: 5.45 / 5.38 eV
**2S+1**: 2
**HOMO level (alpha / beta)**: -13.43 / -13.44 eV
**Lowest unoccupied orbital energy (alpha / beta)**: -7.977 / -8.056 eV
**Net charge**: +2
**Expectation value of S²**: 0.76

Cartesian coordinates (Å):
Ti (-1.606, -0.148, -1.081)
S (-1.874, 2.357, -2.638)
S (0.450, -1.093, -1.581)
S (-2.485, -0.958, -3.032)
S (-1.407, -1.214, 1.003)
O (-8.781, 0.080, -0.636)
O (-1.490, 1.640, -1.299)
O (-9.119, -1.403, -2.237)
N (2.456, -0.741, 0.129)
N (0.882, -1.204, 2.376)
C (-8.360, -0.731, -1.606)
C (0.176, -1.053, 3.629)
C (0.510, 0.305, 4.207)
C (-6.499, -1.225, -3.151)
C (1.270, 1.694, 6.010)
C (-0.142, 4.288, -3.364)
C (6.166, -4.025, 0.128)
C (4.374, -2.032, -0.581)
C (0.604, 2.966, -3.477)
C (-5.897, -0.401, -0.963)
C (6.576, -2.702, 0.106)
C (4.865, -4.355, -0.217)
C (-1.236, 4.048, -2.337)
C (3.966, -3.361, -0.564)
C (-0.472, 1.919, -3.728)
C (1.070, 2.819, 5.228)
C (-5.167, -1.302, -3.507)
C (-4.561, -0.477, -1.316)
C (5.680, -1.707, -0.241)
C (2.966, -0.391, 1.439)
C (-4.195, -0.911, -2.592)
C (2.325, -1.310, 2.469)
C (1.141, -0.957, 0.007)
C (0.315, 1.436, 3.423)
C (0.592, 2.691, 3.933)
C (1.006, 0.435, 5.496)
C (-6.876, -0.763, -1.890)
C (3.393, -0.948, -0.957)
C (0.313, -1.076, 1.170)
H (-0.899, -1.141, 3.464)
H (-6.158, -0.102, 0.043)
H (-4.873, -1.664, -4.481)
H (5.999, -0.675, -0.273)
H (7.592, -2.439, 0.352)
H (2.956, -3.626, -0.839)
H (6.867, -4.796, 0.406)
H (-0.590, 4.552, -4.325)
H (1.169, -0.445, 6.099)
H (2.646, -1.030, 3.474)
H (1.277, 3.797, 5.630)
H (1.135, 2.746, -2.547)
H (-0.857, 4.039, -1.312)
H (0.499, 5.114, -3.058)
H (4.050, -0.501, 1.439)
H (-0.855, 1.970, -4.748)
H (0.489, -1.850, 4.308)
H (-2.057, 4.753, -2.422)
H (2.832, -1.245, -1.844)
H (4.557, -5.389, -0.220)
H (2.711, 0.653, 1.667)
H (-0.163, 0.891, -3.508)
H (-8.099, 0.626, -0.228)
H (1.634, 1.794, 7.020)
H (2.616, -2.350, 2.281)
H (1.328, 2.988, -4.288)
H (3.924, -0.015, -1.160)
H (-7.272, -1.539, -3.837)
H (0.435, 3.570, 3.326)
H (-0.063, 1.334, 2.409)
H (-3.754, -0.206, -0.584)

***

The following is a quantum chemistry calculation of a cluster of 2 separate species, C29H31N3O4 in total at a distorted geometry, from OMol25.

Results
**Orbital gap**: 7.79 eV
**2S+1**: 1
**HOMO level**: -7.73 eV
**Lowest unoccupied orbital energy**: 0.060 eV
**SMILES**: CN(C)c1ccc(-c2cc(=O)c3ccccc3o2)cc1.CNC(=O)[C@H](Cc1ccccc1)NC(C)=O

Cartesian coordinates (Å):
O (-1.188, 1.264, 4.922)
O (-0.749, -2.692, 1.164)
O (-0.237, 3.340, 1.421)
O (-2.772, -0.397, -1.484)
N (-0.628, -0.972, -7.557)
N (-0.487, -0.795, 5.228)
N (0.461, 1.567, 2.522)
C (0.286, 3.790, 3.674)
C (-1.778, -1.256, -1.924)
C (3.334, 0.978, 3.414)
C (-1.388, -2.000, 0.378)
C (0.288, -2.009, 4.972)
C (-3.042, -0.280, -0.142)
C (-0.919, -1.077, -6.179)
C (-1.477, -1.243, -3.377)
C (-4.001, 0.657, 0.254)
C (-0.144, -1.876, -5.324)
C (-1.991, -0.378, -5.605)
C (4.853, 2.079, 1.853)
C (-4.306, 0.840, 1.606)
C (-2.701, -0.875, 2.190)
C (2.117, 1.022, 4.324)
C (-3.653, 0.074, 2.574)
C (-0.367, 0.401, 4.640)
C (5.600, 0.894, 1.737)
C (0.786, 0.657, 3.638)
C (3.725, 2.121, 2.691)
C (-2.389, -1.049, 0.832)
C (-2.265, -0.459, -4.238)
C (-1.515, -0.216, -8.469)
C (0.614, -1.544, -8.121)
C (4.084, -0.209, 3.293)
C (5.215, -0.250, 2.459)
C (0.137, 2.863, 2.481)
C (-0.411, -1.957, -3.952)
C (-1.094, -2.065, -1.033)
H (-0.040, 3.320, 4.592)
H (6.469, 0.863, 1.095)
H (-1.502, 0.849, -8.217)
H (-0.330, 4.671, 3.501)
H (-2.630, 0.257, -6.205)
H (0.964, -0.304, 3.157)
H (1.485, -1.212, -7.547)
H (-5.042, 1.582, 1.904)
H (-2.541, -0.590, -8.398)
H (0.145, -2.338, 3.939)
H (3.793, -1.092, 3.842)
H (5.146, 2.958, 1.296)
H (1.324, 4.093, 3.766)
H (0.689, -2.452, -5.708)
H (5.791, -1.161, 2.370)
H (0.354, 1.125, 1.623)
H (-0.320, -2.755, -1.335)
H (-3.104, 0.113, -3.852)
H (2.286, 0.329, 5.148)
H (-2.199, -1.471, 2.946)
H (-4.498, 1.256, -0.501)
H (3.157, 3.035, 2.770)
H (0.765, -1.228, -9.158)
H (0.569, -2.638, -8.104)
H (2.041, 2.013, 4.770)
H (0.244, -2.579, -3.353)
H (1.350, -1.834, 5.152)
H (-3.875, 0.224, 3.627)
H (-1.241, -0.854, 5.896)
H (-0.050, -2.805, 5.637)
H (-1.199, -0.320, -9.511)

***

The following is a quantum chemistry calculation of a structure of composition C29H31N8OPbS2 at a distorted geometry, from OMol25.

Results
**Orbital gap (alpha / beta)**: 2.74 / 2.15 eV
**2S+1**: 1
**HOMO level (alpha / beta)**: -15.63 / -15.36 eV
**Lowest unoccupied orbital energy (alpha / beta)**: -12.885 / -13.215 eV
**Net charge**: +3

Cartesian coordinates (Å):
Pb (-0.751, -0.030, -0.944)
S (0.284, 1.788, -2.878)
S (3.123, 1.103, -3.599)
O (-2.024, 1.971, 0.028)
N (1.772, -0.708, 2.869)
N (-1.128, -2.781, -0.347)
N (-2.757, -4.176, 0.282)
N (0.887, 0.253, 1.031)
N (-3.679, 3.396, 0.694)
N (-1.447, 4.074, 0.609)
N (-1.680, -0.857, 1.584)
N (1.457, -0.620, -2.525)
C (2.711, -1.201, -2.504)
C (5.106, -0.803, -2.966)
C (3.043, 1.652, 0.487)
C (4.289, -2.961, -2.016)
C (-2.313, -6.044, -1.338)
C (-3.110, 5.615, 1.524)
C (-2.212, -2.938, 0.419)
C (-4.172, 4.756, 0.882)
C (-0.210, -4.315, -2.204)
C (-2.054, -4.843, -0.712)
C (4.618, 1.564, 2.390)
C (-0.980, -3.941, -1.127)
C (2.793, 0.068, 2.334)
C (3.965, 0.489, 2.973)
C (0.676, -0.543, 2.099)
C (-1.398, -6.448, -2.350)
C (-0.073, 3.764, 0.302)
C (5.336, -2.116, -2.495)
C (-0.347, -5.567, -2.733)
C (4.185, 2.080, 1.133)
C (2.250, 0.694, 1.152)
C (3.782, -0.417, -3.019)
C (-1.832, 5.465, 0.707)
C (-2.764, -1.862, 1.329)
C (1.516, 0.606, -3.045)
C (2.976, -2.529, -2.030)
C (-4.670, 2.416, 0.198)
C (-0.593, -1.238, 2.501)
C (-2.380, 3.112, 0.462)
H (-2.015, 5.862, -0.300)
H (2.773, 2.141, -0.469)
H (-3.463, 6.636, 1.544)
H (-3.205, -6.592, -1.101)
H (-1.008, 5.976, 1.185)
H (5.951, -0.126, -3.215)
H (4.229, 0.113, 3.941)
H (0.183, 3.852, -0.791)
H (1.914, -1.294, 3.720)
H (-3.582, -1.397, 0.826)
H (-1.506, -7.379, -2.884)
H (0.574, -3.677, -2.647)
H (0.298, -5.902, -3.509)
H (2.160, -3.187, -1.734)
H (-4.546, 5.215, -0.040)
H (-0.775, -0.954, 3.568)
H (-3.112, -2.363, 2.176)
H (-4.150, 1.485, -0.170)
H (4.496, -3.998, -1.651)
H (0.118, 2.696, 0.545)
H (-3.642, -4.432, 0.688)
H (-5.011, 4.747, 1.645)
H (-5.290, 2.075, 1.036)
H (4.739, 2.922, 0.756)
H (0.651, 4.394, 0.880)
H (6.343, -2.507, -2.485)
H (-2.060, 0.001, 1.866)
H (5.500, 1.953, 2.882)
H (-2.992, 5.290, 2.567)
H (-0.465, -2.336, 2.545)
H (-5.308, 2.860, -0.531)

***

The following is a quantum chemistry calculation of a structure of composition C29H32As2O8P2PtS3Se, from OMol25.

Results
**Orbital gap (alpha / beta)**: 8.03 / 6.06 eV
**2S+1**: 5
**HOMO level (alpha / beta)**: -7.76 / -8.53 eV
**Lowest unoccupied orbital energy (alpha / beta)**: 0.273 / -2.470 eV
**Expectation value of S²**: 6.02

Cartesian coordinates (Å):
Pt (-1.223, -0.053, 0.907)
Se (-0.708, -2.394, -0.370)
As (0.906, -0.699, -2.155)
As (-1.456, 1.478, -1.042)
S (0.127, 2.583, 1.751)
S (3.919, 0.911, 0.187)
S (0.741, -2.233, 2.685)
P (-2.482, 0.961, 3.343)
P (-3.301, -1.589, 2.485)
O (-1.366, 1.633, 4.009)
O (-4.624, -1.360, 3.101)
O (-3.819, 1.005, 4.176)
O (-2.749, 1.259, 1.845)
O (0.772, -0.028, 0.615)
O (-3.074, -1.333, 0.998)
O (-2.180, -0.685, 3.261)
O (-2.750, -3.069, 2.747)
C (1.567, 1.697, 2.014)
C (0.483, -2.423, 4.364)
C (-2.401, -3.261, -4.090)
C (2.523, 2.482, 2.596)
C (1.167, -0.220, 4.191)
C (-3.714, -3.587, -3.784)
C (-2.449, 0.705, -2.518)
C (0.747, -1.277, 5.043)
C (-1.524, -2.895, -3.082)
C (-3.269, -3.186, -1.450)
C (2.441, 1.738, -2.587)
C (-2.521, 3.048, -0.712)
C (-4.138, -3.560, -2.465)
C (0.428, 3.488, -1.866)
C (4.952, -1.352, 0.723)
C (1.220, 1.230, -2.161)
C (-1.958, -2.829, -1.761)
C (3.713, -1.310, 1.414)
C (0.856, -0.920, -4.108)
C (5.188, -0.216, 0.012)
C (3.028, -0.145, 1.222)
C (2.662, 3.106, -2.647)
C (2.650, -1.488, -1.841)
C (1.626, 0.230, 1.681)
C (1.652, 3.984, -2.291)
C (2.081, 3.807, 2.823)
C (0.203, 2.117, -1.805)
C (0.797, 4.004, 2.405)
C (1.213, -0.583, 2.883)
H (2.583, -2.518, -2.193)
H (-1.988, -0.220, -2.859)
H (-3.058, -3.391, 3.589)
H (-2.032, 3.694, 0.015)
H (1.610, -0.270, -4.555)
H (6.050, 0.029, -0.580)
H (-2.053, -3.297, -5.113)
H (-3.609, -3.149, -0.433)
H (2.866, -1.489, -0.774)
H (-2.509, 1.430, -3.332)
H (1.074, -1.955, -4.366)
H (-3.449, 0.474, -2.148)
H (3.347, -2.114, 2.028)
H (-0.492, -2.681, -3.329)
H (1.818, 5.051, -2.329)
H (-2.698, 3.576, -1.652)
H (-4.427, 0.310, 3.869)
H (5.637, -2.182, 0.770)
H (1.399, 0.774, 4.535)
H (0.206, 4.900, 2.460)
H (3.501, 2.120, 2.871)
H (-4.399, -3.873, -4.571)
H (2.690, 4.577, 3.271)
H (-0.348, 4.182, -1.573)
H (-3.457, 2.700, -0.278)
H (3.241, 1.064, -2.866)
H (-0.123, -0.654, -4.500)
H (-5.154, -3.832, -2.216)
H (0.609, -1.167, 6.106)
H (3.444, -0.975, -2.383)
H (0.140, -3.364, 4.753)
H (3.625, 3.483, -2.960)

***

Per-record energy relative to the best compared isomer or geometry (same formula, charge and spin), kcal/mol: 36.2, 29.3, 63.4, 19.2
Per-record total energy, eV: -106142.75531, -43236.95410, -71437.59962, -288328.71339